# 1
{"formula": "C4H11NO3", "method": "wB97M-V/def2-TZVPD", "de_lowest_kj_mol": 0.0, "energy_ha": -439.525921, "e_lumo_ev": 0.8, "total_charge": 0, "max_force_ev_per_a": 2.0, "symbols": ["C", "C", "C", "N", "C", "O", "O", "H", "H", "H", "H", "H", "H", "H", "H", "H", "O", "H", "H"], "xyz": [[-1.705, 1.177, 0.978], [-1.044, -0.181, 1.130], [-1.585, -1.184, 0.114], [0.423, -0.060, 1.115], [1.117, -0.055, -0.041], [0.669, -0.135, -1.169], [2.435, 0.073, 0.205], [-2.792, 1.058, 0.936], [-1.402, 1.668, 0.051], [-1.565, 1.854, 1.802], [-1.291, -0.559, 2.096], [-1.736, -0.715, -0.855], [-2.610, -1.379, 0.487], [-1.107, -2.159, 0.212], [0.927, 0.146, 1.959], [2.915, -0.165, -0.610], [3.067, 0.280, -2.555], [2.112, 0.229, -2.362], [3.172, 0.107, -3.492]], "forces_ev_per_angstrom": [[-0.85, 0.00, -0.53], [0.60, 0.54, -0.46], [-1.53, 0.23, 1.21], [-0.60, -0.26, -0.66], [0.55, 0.29, 0.47], [-0.22, -0.05, -0.16], [0.29, -0.33, 0.05], [0.02, -0.14, -0.16], [0.10, -0.05, 0.04], [0.55, 0.20, 0.43], [-0.06, -0.34, 0.90], [0.61, -0.59, -0.21], [0.21, 0.04, -0.21], [0.36, 0.27, -0.73], [0.04, -0.08, 0.02], [0.04, 0.35, 0.00], [-0.09, 0.06, 0.22], [-0.03, -0.04, -0.16], [0.00, -0.08, -0.06]], "nbo_charge": [-0.62, -0.04, -0.61, -0.63, 0.89, -0.69, -0.71, 0.21, 0.22, 0.21, 0.19, 0.23, 0.20, 0.22, 0.41, 0.52, -0.99, 0.50, 0.48]}



# 2
{"formula": "C2Cl2F2S", "method": "wB97M-V/def2-TZVPD", "de_lowest_kj_mol": 327.4, "energy_ha": -1594.332853, "e_lumo_ev": [-1.9, -2.5], "total_charge": 0, "max_force_ev_per_a": 2.1, "symbols": ["C", "C", "F", "F", "S", "Cl", "Cl"], "xyz": [[0.982, -0.946, -0.389], [1.183, 0.113, 0.329], [0.696, -1.101, -1.654], [1.455, 0.081, 1.624], [-2.293, -0.472, 0.906], [1.162, 1.781, -0.301], [-3.187, 0.544, -0.514]], "forces_ev_per_angstrom": [[-0.30, -0.72, -0.88], [0.20, 2.05, 0.05], [0.13, 0.14, 0.52], [-0.04, -0.18, -0.01], [0.18, -0.18, 0.24], [-0.04, -1.28, 0.31], [-0.12, 0.17, -0.25]], "nbo_charge": [0.41, 0.17, -0.27, -0.29, 0.08, -0.01, -0.09]}